[1]
Density functional theory data (ωB97M-V with the def2-TZVPD basis set) for a cluster of 9 separate species, C54H126N8O9 in total at a distorted geometry.

Each line ends with the Mulliken charge.
Geometry (Å):
C -0.169 -1.759 6.186  -1.167
C 4.151 -5.781 -0.136  -1.953
H 6.713 0.696 0.796  0.299
C 2.774 3.309 3.057  -1.032
C -3.349 -0.726 3.805  -1.401
O 0.288 1.719 5.202  -0.637
C 0.564 -0.801 4.084  -1.076
H -3.117 -2.538 -2.326  0.769
H 6.220 -4.711 1.422  0.377
H 2.485 -0.963 5.699  0.575
H 0.044 3.888 -1.045  -0.944
H -1.230 0.609 2.622  -0.675
C -3.672 3.289 -1.386  -0.330
H 4.018 3.963 -1.618  0.429
N -0.574 1.964 -5.595  -0.417
H -2.306 -0.826 0.374  -0.379
H 1.703 3.330 3.177  0.057
H 3.355 3.284 3.908  0.491
N -3.782 -0.055 1.352  1.485
H 4.775 -3.748 -2.848  0.424
H -0.701 5.383 -2.954  0.027
C -3.619 2.692 -2.768  0.396
H -4.561 2.223 2.547  0.439
H -0.987 -6.991 -3.720  0.340
C 0.407 0.647 0.370  -1.337
H 1.455 0.996 -3.867  0.367
H 5.011 -5.789 -0.756  0.441
H -6.351 -1.032 -0.563  0.525
N 4.669 -3.379 -0.065  0.762
H -6.684 1.765 3.169  0.474
H -2.657 -4.982 -2.283  0.360
H 0.450 -2.660 6.130  0.359
H -2.730 2.358 7.391  0.428
H -1.548 6.033 -1.485  0.430
H -2.705 -0.367 4.591  -0.279
C -6.097 0.852 3.020  -0.544
H -2.774 0.829 -2.379  -0.480
C -2.052 1.978 6.631  -1.439
C 0.571 -4.662 -3.761  -0.859
H 2.388 -4.973 1.946  0.527
H -0.916 5.426 0.631  0.288
C -2.701 -1.564 -4.715  -1.759
C -1.456 -0.296 7.716  -1.142
H -1.741 -3.376 -0.647  0.786
H 2.356 1.921 -8.445  0.295
H -1.127 -6.246 -5.326  0.327
H 1.673 -2.278 -1.425  -0.359
C -5.318 -0.801 -0.330  -1.861
H -0.499 2.314 8.603  0.555
C 1.812 2.579 -5.965  -1.284
O 5.925 -3.833 -0.654  -0.635
H 2.312 -1.851 0.079  -0.823
H 2.136 1.570 -6.191  0.506
H 1.381 -4.656 -0.442  0.364
H 3.372 3.283 -7.778  0.288
H -1.054 -5.450 -1.607  0.544
H 4.150 3.238 0.102  -0.150
H 0.635 5.066 1.094  0.157
H -7.220 0.016 1.417  0.502
C 1.835 -0.241 6.157  -2.156
C -0.574 5.809 -1.943  -1.510
C -0.510 -1.436 7.646  -0.791
H 1.836 4.672 -2.300  0.350
H -1.588 2.885 6.212  0.410
H 5.226 -1.741 -2.116  0.574
H 0.346 1.542 0.990  0.429
H 4.276 4.935 -0.191  0.289
H 3.019 4.183 2.457  0.166
H 4.786 1.558 3.506  0.462
O -2.870 -1.135 1.086  -0.194
H 0.496 -0.228 0.983  0.214
H -3.640 -2.074 -4.487  0.471
H -5.055 6.008 -5.291  0.300
H 6.530 -3.244 -0.201  0.335
C 0.292 4.986 -0.993  2.595
H 2.137 3.649 -8.989  0.259
H 2.153 0.720 5.819  0.288
H 0.249 -2.097 -5.009  0.647
O 2.367 4.151 -0.424  0.136
N -0.403 0.644 5.695  1.578
C 2.313 -2.655 -0.631  1.421
H -0.493 -0.570 -4.296  -0.721
H -2.152 1.516 -3.697  -0.478
H -6.344 0.094 3.762  0.418
C -4.166 5.645 -4.798  -0.719
H -4.576 2.294 -3.119  0.460
H 0.040 1.707 -3.098  -0.524
H 4.571 -0.829 3.141  0.524
H 0.776 0.121 3.556  -0.165
C 0.473 -0.566 5.512  1.425
C 0.093 1.787 7.861  -1.771
O -0.886 0.390 -0.299  2.554
H 4.487 -0.865 -0.826  0.020
H 6.434 -0.700 1.560  0.253
H -4.362 4.160 -1.331  0.488
H -3.318 5.512 -5.518  0.294
O 1.404 3.214 -7.125  -0.305
H 4.976 -5.616 2.323  0.377
H -4.028 2.587 -0.633  -0.340
N -2.484 1.746 -2.742  0.788
C 1.559 0.839 -0.580  1.071
C -0.975 -4.762 -3.634  1.544
C 1.702 -3.817 0.153  -0.890
H 5.156 2.647 2.146  0.358
H 0.422 3.708 -5.011  0.170
H -2.021 1.976 3.284  0.445
H -6.217 -2.426 1.381  0.485
H -2.754 1.489 5.924  -0.034
C -2.166 1.173 2.536  -1.005
H 2.040 6.155 -1.216  0.491
C -1.583 -4.761 -2.248  -1.837
H -0.736 2.424 -6.498  0.370
C 4.790 0.573 1.617  1.553
H 3.179 -3.132 -3.204  0.409
H -2.987 3.248 -4.704  0.695
H -3.796 6.442 -4.097  0.226
C -1.342 -3.363 -1.662  0.768
H 2.719 3.095 -5.561  0.417
H 0.993 -3.723 -3.350  -0.316
C 0.598 2.625 -5.027  0.225
C -5.335 -1.936 1.827  -1.666
H -2.551 -1.735 -5.797  0.470
C -2.070 -2.309 -2.460  -0.067
C 3.714 -2.886 -1.159  1.405
H -4.725 -1.658 -0.633  0.415
H 0.816 1.180 8.409  0.339
O -4.450 4.458 -4.137  -0.464
H -1.618 -0.011 8.758  0.388
H -0.962 0.998 -1.041  -1.316
H 2.861 -3.376 1.955  -0.119
C 2.362 2.994 -8.155  -0.747
H -1.780 -4.017 -6.281  0.381
C 1.776 5.094 -1.317  -1.523
H 3.527 -1.146 -2.340  0.227
H 3.053 -0.356 2.275  -0.825
N 0.062 5.475 0.374  -0.785
C -4.617 1.325 3.146  -1.456
H -0.227 2.155 4.512  0.246
C 5.197 -4.666 1.816  -1.761
H -0.265 -3.223 -1.576  -1.376
C -3.488 0.421 2.716  1.503
H -5.407 -1.845 2.908  0.294
H -2.387 -0.523 7.214  0.345
C -3.289 3.762 -3.812  -0.783
H 1.518 1.841 -1.031  -0.564
H 1.028 -5.554 -3.271  0.417
H -2.432 4.343 -3.433  -0.169
H 0.388 -1.373 8.266  0.349
C -6.258 0.405 1.579  -1.604
H -4.476 -2.564 1.525  0.154
H 4.168 -1.416 1.472  -0.260
H 0.777 -4.660 -4.837  0.495
H 3.314 -5.969 -0.783  0.220
C 4.281 -1.520 -1.625  -1.671
H -2.089 1.668 1.594  0.445
H -4.409 1.664 4.173  0.183
H 1.607 2.580 -3.126  0.382
H 5.100 -3.789 2.486  0.255
H 1.555 0.121 -1.438  -0.840
H -2.663 3.611 -1.172  -0.150
C -1.396 -6.107 -4.249  -2.143
N -1.638 -3.682 -4.404  -0.024
C 0.929 1.943 -3.692  -0.061
H -5.027 0.084 -0.905  0.035
H 4.131 -6.623 0.514  0.502
C 3.755 -3.693 -2.444  -1.583
C -1.643 -2.315 -3.922  2.314
O -1.075 -3.663 -5.736  -0.488
H -0.326 -1.171 3.604  0.049
H -1.064 -2.282 7.991  0.479
H -2.720 -0.496 -4.554  0.081
C -0.253 -1.634 -4.151  -0.222
H 3.317 -4.702 -2.368  0.098
H -4.318 -0.913 4.240  0.446
C 3.768 4.029 -0.568  -0.675
H -0.279 1.047 -5.846  0.170
H 1.821 -0.361 7.230  0.336
H -6.240 1.309 0.926  0.263
N 6.240 0.307 1.614  -0.754
H 1.370 -1.495 3.831  0.558
C 4.531 1.811 2.478  -1.603
H 0.609 2.512 7.231  0.234
H 0.781 -3.423 0.575  0.664
H -0.118 6.799 -2.050  0.467
C -0.928 1.030 7.037  1.269
C 4.089 -0.594 2.184  0.216
C 4.171 -4.503 0.707  1.873
H 2.519 0.749 -0.031  0.187
H -2.499 -6.139 -4.296  0.506
H -1.062 -1.935 5.589  0.249
O 3.133 2.098 2.325  0.556
H 4.370 0.829 0.585  -0.236
H -3.061 -1.643 3.351  0.495
H 0.427 -1.670 -3.295  -0.257
H -1.906 -1.320 -2.008  -1.360
C -5.148 -0.614 1.136  1.541
C 2.789 -4.191 1.288  -1.370

The value obtained for the total energy is -3247.99792 a.u. Its SMILES is CC1(C)CCCC(C)(C)N1O.CC1(C)CCCC(C)(C)N1O.CC1(C)CCCC(C)(C)N1O.CC1(C)CCCC(C)(C)N1O.COC[C@H](C)N.COC[C@H](C)N.COC[C@H](C)N.COC[C@H](C)N.CCO. The calculation puts the HOMO-LUMO gap at 8.67 eV. As for the maximum force: 0.06125 hartree/bohr.


[2]
Density functional theory data (ωB97M-V with the def2-TZVPD basis set) for a structure of composition C42H34Cl2IN4NaO9S.

Each line ends with the Mulliken charge.
Geometry (Å):
H 1.790 2.202 4.947  0.368
H 4.957 -0.603 -1.599  0.396
H 2.168 1.102 3.198  -0.014
H -3.077 -3.384 -3.407  0.393
C -0.716 -4.944 -0.318  -0.052
O 0.895 -2.779 5.046  -0.623
H -2.694 -4.004 5.723  0.503
H -3.626 -0.237 1.799  0.160
C -1.346 4.621 4.238  -0.598
C 1.391 0.564 2.642  -0.949
O -0.342 -2.995 -3.702  -0.760
H -0.020 -2.320 2.817  0.910
H -2.394 -4.976 -2.940  0.389
C 5.757 -0.150 0.336  -0.622
C -3.666 0.417 2.670  -1.571
O -0.526 -1.947 0.497  -0.621
N 0.155 3.752 0.399  1.013
C 0.089 2.354 -2.426  0.228
H 2.211 2.560 -2.704  0.621
N -2.344 0.283 4.691  -0.557
O -0.490 -3.543 6.497  -0.724
C 1.757 6.888 -0.739  -0.774
C 1.003 5.999 0.011  -0.573
H 1.814 7.927 -0.434  0.365
C 0.020 4.619 4.015  -0.594
O -1.238 0.807 1.341  -1.158
H -0.418 -6.322 1.288  0.399
Cl -2.816 3.835 0.624  -0.173
H -0.277 2.962 -0.094  -0.096
H 1.770 -7.113 0.436  0.376
C 2.315 5.116 -2.244  -0.726
S -1.009 -3.086 -2.365  0.759
H -3.149 -3.890 -1.706  0.269
C 1.313 0.393 5.520  -1.377
H 1.109 -0.032 6.503  0.487
C -2.527 -3.650 4.717  -0.619
C 0.915 4.655 -0.350  0.888
C 3.061 -0.048 1.168  0.249
H -4.443 0.088 3.361  0.393
C 2.417 6.452 -1.877  -0.683
C -1.160 0.286 5.341  -1.200
C 0.508 4.329 2.752  1.353
I 1.978 -0.858 -1.595  0.342
O -0.209 2.710 -3.572  -0.838
H -3.283 4.355 3.337  0.386
H -1.198 0.155 6.419  0.341
C 3.402 -0.353 -0.158  -0.153
N -0.205 -3.176 5.367  1.264
C -2.350 0.440 3.389  0.660
C 4.731 -0.382 -0.565  -0.548
C 4.123 0.126 2.070  -0.397
C 0.050 0.421 4.703  1.107
O 1.850 1.702 5.768  -0.602
H 3.907 0.272 3.120  0.386
O -0.603 1.698 -1.593  -0.807
C -1.277 -3.170 4.352  -0.660
C -1.708 4.094 1.928  0.797
H 2.069 -0.238 5.043  0.251
C -2.022 -2.672 2.147  0.783
H 1.741 2.134 -1.041  -0.296
N 1.703 -0.029 1.554  0.791
C -3.278 -3.147 2.488  -0.511
H 6.230 0.232 2.398  0.382
C 1.584 4.199 -1.501  -0.061
H 3.003 7.140 -2.475  0.348
C 1.215 -6.361 -0.112  -0.441
C -0.014 -5.921 0.367  -0.655
C -0.331 4.055 1.663  -1.928
H 0.471 6.348 0.888  0.405
H -1.735 4.809 5.229  0.359
C 0.081 0.543 3.297  1.462
Na -0.974 -0.045 -0.494  0.923
C -1.148 0.613 2.581  0.803
C 5.444 0.088 1.666  -0.779
C -0.184 -4.418 -1.489  0.331
C -0.997 -2.694 3.089  0.003
H -4.063 -3.080 1.744  0.394
C -1.733 -2.069 0.774  0.501
C 1.496 2.758 -1.905  -0.069
Cl 2.235 4.262 2.547  -0.166
H 6.788 -0.184 0.005  0.348
H 0.718 4.802 4.821  0.434
C -2.570 -3.949 -2.626  -1.096
C -3.529 -3.644 3.763  -0.851
H -1.656 -4.579 0.073  0.200
H -4.516 -4.006 4.024  0.370
O -2.707 -1.739 0.056  -0.969
C 1.740 -5.822 -1.276  -0.520
H 2.818 4.760 -3.136  0.393
H 1.431 -4.388 -2.873  0.468
H 2.705 -6.151 -1.641  0.361
H -3.917 1.410 2.286  0.187
C -2.212 4.357 3.189  -0.418
C 1.042 -4.840 -1.969  -0.466

The value obtained for the total energy is -4295.77535 a.u. The calculation puts the HOMO-LUMO gap at 5.86 eV. Its net charge is -2. As for the maximum force: 0.01868 hartree/bohr. The relative energy (zero: lowest compared OMol25 entry of this formula, charge and spin) comes out at 0.000 eV.


[3]
Density functional theory data (ωB97M-V with the def2-TZVPD basis set) for a cluster of 13 separate species, H26O13 in total at a distorted geometry.

Each line ends with the Mulliken charge.
Geometry (Å):
O -3.765 0.985 -3.547  -0.621
H 4.465 -0.115 -1.014  0.326
H -2.367 -1.229 -1.062  0.495
H -0.882 -2.303 -0.949  0.368
H -4.490 -0.568 -0.994  0.286
H -3.218 0.832 3.377  0.313
O -0.394 0.147 2.181  -0.516
H -4.378 0.852 -0.462  0.321
H -0.677 -1.518 -2.233  0.350
O -4.953 0.078 -0.449  -0.648
O -2.959 0.035 3.852  -0.629
O 3.208 4.271 -1.202  -0.622
H -0.206 0.706 -0.091  0.239
H -0.113 -3.597 1.387  0.306
H -0.703 -4.447 0.274  0.279
O 4.841 -1.073 0.818  -0.578
O -2.122 -0.437 -0.571  -0.571
H 5.668 -0.716 1.162  0.288
O -1.272 -2.150 -1.817  -0.767
H -2.911 -0.223 -0.061  0.245
H -3.878 0.784 -2.611  0.330
H -3.020 1.597 -3.568  0.316
O 0.453 0.553 0.596  -0.595
O 0.437 5.450 0.931  -0.624
H 2.377 3.849 -0.958  0.302
H 2.944 5.140 -1.525  0.320
H -3.400 -0.677 3.374  0.316
H 2.040 -4.667 -0.045  0.300
H 4.221 -0.974 1.550  0.294
O 2.196 -3.784 -0.397  -0.578
H -1.254 -0.288 2.157  0.244
H 5.228 -0.718 -2.182  0.276
H 1.349 5.651 1.170  0.334
H 0.454 5.388 -0.030  0.290
O 4.680 -0.959 -1.427  -0.597
O -0.368 -3.562 0.458  -0.633
H 0.200 -0.527 2.532  0.254
H 0.549 1.410 1.025  0.321
H 2.023 -3.200 0.351  0.268

The value obtained for the total energy is -993.51709 a.u. The calculation puts the HOMO-LUMO gap at 7.57 eV. As for the maximum force: 0.16710 hartree/bohr. The relative energy (zero: lowest compared OMol25 entry of this formula, charge and spin) comes out at 6.970 eV.


[4]
Density functional theory data (ωB97M-V with the def2-TZVPD basis set) for a structure of composition C32H39N5Sn at a distorted geometry.

Each line ends with the Mulliken charge.
Geometry (Å):
H 0.629 0.185 4.305  0.111
H 2.454 -1.160 3.119  -0.092
H 0.680 3.960 -6.154  0.358
H 4.092 -0.004 0.115  0.338
H -2.872 1.197 -2.306  0.330
C 1.132 1.476 2.633  1.682
H 1.094 -2.446 -4.569  0.699
H -2.123 0.420 3.103  -0.085
H 4.457 1.731 0.050  0.287
C -0.091 2.401 -4.909  1.183
H -5.668 0.105 2.714  0.331
H 1.942 -1.668 1.423  0.573
C 0.560 2.277 1.602  0.319
H -1.428 2.705 2.318  0.274
N 0.284 -1.259 -2.907  0.874
C -0.190 -3.380 2.090  -0.148
H -1.874 -4.750 2.427  0.369
H -0.823 4.385 -5.270  0.359
H 2.995 -0.337 -3.287  0.147
C -0.954 0.869 -3.218  1.824
C 2.517 1.332 0.775  -0.162
H -5.243 -1.268 3.761  0.324
C -2.743 -1.604 0.620  -0.059
C 0.195 0.063 -3.414  0.178
H 3.232 0.243 -4.950  0.385
H -0.292 4.068 2.334  0.287
H -0.990 3.525 0.800  0.406
H -4.846 -2.115 1.050  0.404
H -1.966 2.681 -3.879  0.165
H 1.204 1.813 4.713  0.370
C 1.394 2.163 0.434  0.777
C -0.292 3.588 -5.807  -1.531
N 1.071 -2.909 4.126  -0.564
C 2.361 0.936 2.134  0.386
C -2.518 -0.263 2.351  -0.150
H -2.436 -2.166 -0.255  0.311
H 0.181 -3.152 5.891  0.366
H -0.889 3.320 -6.692  0.272
N -0.419 -3.058 -1.916  -0.537
H -2.437 -0.519 -2.457  0.227
N -3.781 -0.736 2.356  0.542
C 1.066 1.630 -5.029  -1.159
H 1.566 2.305 -1.711  0.067
C -3.926 -1.598 1.275  -0.917
H -1.727 -4.501 4.935  0.359
H 1.846 1.922 -5.735  0.250
C -4.845 -0.371 3.267  -1.051
C -0.604 3.177 1.765  -1.728
N -1.870 -0.735 1.273  0.084
C 0.703 -3.403 -2.646  -1.293
H 3.393 1.010 -1.168  0.106
C -2.038 0.483 -2.260  -1.302
C 1.244 0.475 -4.252  0.800
C 0.803 -2.385 -3.544  -0.233
H -1.699 0.505 -1.210  -0.162
H 1.357 -4.255 -2.479  0.336
C -1.076 2.045 -3.979  -1.352
H -0.164 -3.472 0.995  0.358
C 1.497 -1.464 2.419  -0.641
H 0.182 3.170 -1.025  0.225
C 1.228 2.893 -0.846  -1.323
C 3.199 -0.002 2.858  -1.270
C 0.703 -2.598 2.847  0.248
H 1.821 3.822 -0.827  0.280
C 0.064 -3.361 4.836  -0.551
C 0.597 1.240 3.994  -1.670
H -4.461 0.326 4.019  0.284
C -1.016 -4.046 4.265  -0.522
C 2.532 -0.267 -4.282  -1.697
H 2.443 -1.282 -4.675  0.314
Sn 0.164 -0.457 0.308  0.562
C -0.180 -1.761 -1.689  -0.665
C 3.661 0.985 -0.103  -1.458
H 3.431 0.285 3.887  0.322
C -1.091 -4.126 2.870  -0.533
H -0.439 1.587 4.096  0.492
H 4.037 -0.425 2.298  0.308

The value obtained for the total energy is -1730.42509 a.u. The calculation puts the HOMO-LUMO gap (alpha / beta) at 2.89 / 2.13 eV. Its net charge is -2. As for the maximum force: 0.11861 hartree/bohr.


Q: Number 2 is which compound?
A: C42H34Cl2IN4NaO9S


Q: What is the maximum force in the first record?
A: 0.06125 hartree/bohr


Q: maximum force of number 3 (H26O13)?
A: 0.16710 hartree/bohr


Q: Look up the maximum force of the fourth one.
A: 0.11861 hartree/bohr